Computed, not measured: 13 unconnected molecules or ions with the total composition C75H183F6N9O18P at a distorted geometry, with ωB97M-V/def2-TZVPD.

Structure (XYZ):
```
292
Properties=species:S:1:pos:R:3:forces:R:3:lowdin_spin:R:1
C 4.089371 3.336854 0.739868 -1.09 -0.65 -0.27 0.04
C 4.449624 4.774729 0.680321 0.87 1.65 -0.73 0.03
N 3.322578 5.818676 0.223487 -0.13 -1.43 -0.03 0.00
C 2.301950 5.880369 1.371661 0.49 0.59 -0.43 0.02
C 3.989362 7.217295 0.138209 -0.03 -1.50 -1.20 0.00
C 3.150677 8.422431 -0.284206 -0.27 0.35 0.23 0.00
C 2.527389 5.395729 -1.120922 0.81 0.63 0.56 0.00
C 3.257452 5.429639 -2.463424 0.10 0.35 0.83 0.00
O 4.266727 4.467843 -2.471006 1.70 -1.14 -0.82 0.00
C 5.016816 4.359152 -3.736899 -1.64 2.34 -0.09 0.00
H 3.525479 3.050002 -0.147735 -0.26 0.02 -0.03 0.00
H 3.520835 3.076186 1.632573 -0.06 -0.06 0.02 0.04
H 4.944774 2.663234 0.688580 0.38 0.44 0.37 0.01
H 5.331512 4.911122 0.054396 -0.47 0.15 -0.83 0.00
H 4.871689 5.170647 1.604026 -0.74 -0.02 0.52 0.02
H 2.760198 6.121439 2.330821 0.72 0.01 -0.27 0.02
H 1.785684 4.938560 1.557585 -0.23 0.14 -0.77 0.01
H 1.702031 6.759069 1.134877 -0.64 -0.53 0.00 0.00
H 4.729561 7.163031 -0.660077 0.17 -0.59 0.07 0.00
H 4.558244 7.182613 1.067330 -0.30 1.10 0.12 0.00
H 2.509469 8.355479 -1.163107 -0.03 -1.06 -0.10 0.00
H 3.870684 9.130792 -0.693977 0.09 0.42 0.71 0.00
H 2.492112 8.871335 0.459347 0.47 0.08 0.27 0.00
H 1.762116 6.165616 -1.219560 -0.26 -0.30 0.37 0.00
H 2.089632 4.403749 -1.009334 -0.12 0.32 0.66 0.00
H 3.587451 6.447144 -2.672940 0.61 0.16 -0.08 0.00
H 2.487516 5.246957 -3.213042 -0.27 -0.31 -0.15 0.00
H 5.061470 5.383880 -4.105748 0.41 0.39 -0.02 0.00
H 4.406104 3.934603 -4.533692 0.04 -0.93 0.36 0.00
H 6.060032 4.043265 -3.740074 -0.42 -0.61 0.88 0.00
C -3.328225 -5.710096 4.098941 -0.11 -0.31 -0.95 0.00
C -4.820330 -5.896807 4.386029 0.43 -0.87 -0.14 0.00
N -5.817133 -5.724625 3.221947 0.33 -0.38 0.11 0.00
C -5.476513 -6.761595 2.072531 -0.41 1.17 0.41 0.00
C -7.236051 -6.071220 3.837826 0.91 0.55 -0.52 0.00
C -8.383327 -5.952423 2.855589 0.33 0.32 0.03 0.00
C -5.705612 -4.299986 2.591818 -0.24 -0.56 -0.78 0.00
C -6.152772 -3.091167 3.410830 -0.33 -1.89 -0.52 0.00
O -5.382378 -3.056095 4.538507 1.50 -0.47 0.76 0.00
C -5.727993 -2.035563 5.395253 -0.97 0.30 1.24 0.00
H -3.085972 -4.930811 3.376357 0.04 0.29 0.35 0.00
H -2.954434 -6.624567 3.638373 0.04 -0.08 -0.13 0.00
H -2.777844 -5.622388 5.035688 -0.19 0.38 0.01 0.00
H -5.105539 -5.320110 5.265897 -0.41 0.10 -0.52 0.00
H -4.858380 -6.958762 4.628696 -0.66 0.02 0.24 0.00
H -6.182981 -6.599436 1.258466 0.00 0.06 0.19 0.00
H -5.558431 -7.789350 2.426233 -0.01 0.25 0.38 0.00
H -4.499482 -6.549808 1.638197 0.10 0.23 0.28 0.00
H -7.299948 -5.409906 4.701941 -0.21 -0.03 -0.05 0.00
H -7.199021 -7.104159 4.183877 0.45 0.09 0.06 0.00
H -8.198462 -6.642232 2.032129 -0.34 0.17 -0.09 0.00
H -8.519744 -4.932210 2.496915 0.10 -0.06 -0.21 0.00
H -9.320846 -6.216116 3.345109 0.13 -0.20 0.07 0.00
H -6.306409 -4.366707 1.684792 0.03 0.11 -0.05 0.00
H -4.675559 -4.185549 2.254197 0.03 -0.25 0.07 0.00
H -7.187344 -3.293401 3.688073 -0.50 0.66 -0.07 0.00
H -6.006245 -2.162085 2.859983 -0.46 -0.07 -0.56 0.00
H -5.759481 -1.055111 4.920046 0.66 0.26 -0.06 0.00
H -5.114360 -2.122254 6.291941 0.28 0.46 -0.27 0.00
H -6.749316 -2.160851 5.754848 -0.40 -0.20 0.07 0.00
C -2.978817 4.424626 2.435607 -1.06 0.22 -0.63 0.00
C -4.503528 4.408637 2.815439 0.31 1.83 -0.11 0.00
N -5.443765 5.026143 1.738859 0.40 -0.32 -0.95 0.00
C -6.856334 5.125997 2.166981 -0.44 0.16 2.37 0.00
C -5.034296 6.450047 1.310406 0.97 0.35 1.00 0.00
C -4.884450 7.502123 2.466135 0.97 -0.59 -0.04 0.00
C -5.429026 4.132874 0.526139 -0.29 -1.15 0.18 0.00
C -5.732476 2.593415 0.784031 0.31 0.91 0.56 0.00
O -6.887272 2.373045 1.551555 -0.35 1.18 0.40 0.00
C -7.215830 1.025540 1.797519 -0.84 -1.07 -1.03 0.00
H -2.817205 3.741712 1.601574 0.28 -0.44 0.31 0.00
H -2.321615 4.241428 3.285674 -0.39 -0.52 0.06 0.00
H -2.597430 5.366843 2.042048 -0.52 0.36 0.15 0.00
H -4.720849 5.088772 3.639029 0.33 -0.36 0.39 0.00
H -4.871004 3.409989 3.051571 -0.06 0.21 -0.16 0.00
H -7.561437 5.273811 1.349002 0.40 -0.12 -0.01 0.00
H -6.916930 5.946246 2.882245 -0.09 0.33 -0.37 0.00
H -7.132753 4.281959 2.798881 0.02 -0.29 -0.68 0.00
H -5.743399 6.865232 0.594250 -0.33 -0.65 0.07 0.00
H -4.085348 6.335478 0.786522 -0.05 0.03 -0.01 0.00
H -5.036259 8.499698 2.053945 -0.67 -0.13 0.20 0.00
H -3.880305 7.594212 2.880031 0.50 -0.49 -0.50 0.00
H -5.400824 7.300756 3.404697 -0.88 0.22 -0.49 0.00
H -4.435050 4.184037 0.081747 0.02 0.03 -0.13 0.00
H -6.167444 4.591097 -0.131779 0.07 -0.29 -0.25 0.00
H -4.920734 2.126600 1.341934 0.62 0.07 -0.30 0.00
H -5.759351 2.132313 -0.203278 -0.19 -0.24 -0.13 0.00
H -7.086931 0.505462 0.848311 0.21 -0.63 0.22 0.00
H -8.262288 0.901620 2.076208 -0.24 0.76 -0.28 0.00
H -6.749385 0.497752 2.629374 1.09 0.42 0.01 0.00
C -6.743281 1.657714 -3.493515 0.14 0.67 -1.15 0.00
C -5.859398 2.134978 -4.663249 1.22 -1.33 1.04 0.00
N -4.423671 2.523069 -4.160122 -0.94 0.30 0.97 0.00
C -3.560880 2.975436 -5.367618 -1.09 0.07 1.08 0.00
C -4.553596 3.706528 -3.114462 0.19 0.54 -1.87 0.00
C -5.424666 4.876368 -3.608310 0.07 -0.38 -0.09 0.00
C -3.723371 1.359407 -3.361803 0.32 -0.07 -1.81 0.00
C -3.697532 0.014631 -4.141043 0.70 -0.09 0.82 0.00
O -2.985761 0.149179 -5.361373 -0.33 1.42 0.04 0.00
C -2.927490 -0.956815 -6.210107 -0.05 -0.74 0.07 0.00
H -7.639307 1.278301 -3.984719 0.01 -0.45 0.25 0.00
H -7.111283 2.476961 -2.875852 0.30 -0.01 0.20 0.00
H -6.218066 0.893087 -2.921163 -0.45 -0.05 0.18 0.00
H -6.330302 2.874850 -5.310503 0.48 0.38 0.33 0.00
H -5.626331 1.268256 -5.281772 -0.24 0.03 -0.21 0.00
H -2.719999 3.532148 -4.954002 -0.09 0.10 -0.16 0.00
H -4.257864 3.593071 -5.934046 0.49 0.24 -0.11 0.00
H -3.207408 2.146296 -5.980553 -0.36 -0.05 0.47 0.00
H -3.536233 4.080861 -3.000698 -0.04 -0.40 0.45 0.00
H -4.961385 3.338993 -2.172800 0.31 -0.39 -0.29 0.00
H -5.135845 5.343825 -4.549671 0.27 -0.37 -0.15 0.00
H -5.308695 5.690582 -2.892977 -0.25 -0.13 0.25 0.00
H -6.469584 4.581377 -3.704320 -0.03 0.22 0.20 0.00
H -4.120754 1.193226 -2.360519 -0.50 0.24 -0.23 0.00
H -2.730996 1.787328 -3.219721 0.14 -0.27 0.07 0.00
H -4.675620 -0.466121 -4.158942 -0.46 0.32 -0.84 0.00
H -3.165069 -0.742507 -3.565432 0.27 0.27 0.58 0.00
H -3.927334 -1.375253 -6.325635 0.09 -0.33 -0.19 0.00
H -2.216933 -1.691874 -5.832073 -0.19 -0.40 0.28 0.00
H -2.522971 -0.675531 -7.182395 -0.28 0.41 -0.03 0.00
C 5.405323 0.529367 7.652278 -0.76 -1.71 -0.03 0.02
C 5.128326 -0.788578 6.754445 0.20 2.03 -0.38 0.01
N 3.809197 -0.672576 5.930200 -0.77 -0.45 0.22 0.01
C 3.748413 0.619106 5.014408 0.18 -1.50 0.73 0.09
C 3.599162 -1.980175 5.087225 0.46 1.15 -1.46 0.01
C 4.687865 -2.272365 3.986067 0.30 0.45 1.40 0.04
C 2.626777 -0.638067 6.958549 1.10 -0.34 -1.26 0.00
C 1.233349 -0.877564 6.387097 -0.66 0.56 0.30 0.00
O 0.868276 -0.032259 5.330419 2.19 1.02 0.62 0.02
C -0.421637 -0.178192 4.886170 -0.71 -0.41 -0.76 0.00
H 5.461185 1.451274 7.073427 -0.30 -0.23 -0.21 0.02
H 6.324389 0.505200 8.237781 0.26 -0.61 -0.44 0.00
H 4.651900 0.581875 8.438215 -0.19 0.33 -0.18 0.00
H 5.078238 -1.765185 7.235915 -0.06 0.35 0.52 0.00
H 5.946374 -0.845260 6.036330 -0.20 -0.01 -0.19 0.02
H 2.966308 0.385368 4.292060 0.37 0.28 -0.19 0.01
H 4.757471 0.754760 4.625195 -0.17 -0.02 -0.42 0.06
H 3.461249 1.510578 5.572010 0.00 -0.24 0.31 0.05
H 2.706383 -1.836577 4.478592 -0.31 0.42 0.37 0.00
H 3.326391 -2.780894 5.774641 0.79 -0.05 0.09 0.00
H 4.769255 -1.501731 3.219510 -0.62 0.27 -0.02 0.03
H 4.501760 -3.223124 3.486545 -0.09 -0.02 0.28 0.00
H 5.701253 -2.257364 4.387224 -0.01 -0.51 0.21 0.01
H 2.792627 0.296472 7.494491 -0.56 -0.12 -0.09 0.00
H 2.820725 -1.490278 7.609865 0.03 0.15 0.29 0.00
H 0.555067 -0.691499 7.219806 -0.10 0.07 0.42 0.00
H 1.022689 -1.915637 6.129946 0.43 -0.31 -0.22 0.00
H -1.137269 -0.212230 5.707644 -0.18 -0.22 0.06 0.00
H -0.415646 -1.075234 4.266981 -0.77 -0.37 -0.02 0.00
H -0.684512 0.653324 4.232287 0.21 0.11 0.09 0.00
C -3.185346 -1.578936 1.752057 -0.10 -0.94 -0.83 0.00
C -2.381904 -0.548087 0.962913 0.72 0.56 1.27 0.00
N -1.315265 -1.067186 0.010470 0.90 -1.64 -1.57 0.00
C -0.458289 -2.303194 0.612462 -0.96 1.79 0.73 0.00
C -2.100876 -1.633068 -1.216237 0.56 0.43 -0.35 0.00
C -1.258090 -2.216963 -2.390017 -0.19 -0.22 1.39 0.00
C -0.323731 0.103229 -0.481665 -1.04 -0.89 2.63 0.00
C 0.314578 0.904590 0.746824 1.37 -0.63 -1.27 0.00
O 1.070402 0.191477 1.757133 -0.77 0.12 -0.04 0.01
C 2.285739 -0.372823 1.349435 0.89 -0.31 -1.22 0.02
H -3.516136 -2.352602 1.059153 -0.10 -0.26 0.09 0.00
H -4.116792 -1.201666 2.174152 0.20 0.60 -0.20 0.00
H -2.654986 -2.070978 2.567350 0.33 0.14 -0.08 0.00
H -1.835140 0.053082 1.689370 0.07 0.17 -0.07 0.00
H -3.047742 0.123894 0.421427 0.09 -0.25 -0.36 0.00
H -1.136285 -3.104584 0.906082 -0.30 -0.06 -0.68 0.00
H -0.021455 -1.935754 1.541043 0.04 0.29 -0.09 0.00
H 0.362354 -2.638508 -0.021734 -0.47 0.37 -0.53 0.00
H -2.672768 -0.797483 -1.619765 0.18 0.35 0.25 0.00
H -2.913753 -2.253738 -0.839274 0.45 -0.55 0.01 0.00
H -0.518937 -2.979443 -2.144321 -0.14 0.04 0.46 0.00
H -0.679704 -1.429348 -2.872973 -0.31 0.04 -0.40 0.00
H -1.967301 -2.752620 -3.021032 -0.01 0.43 -0.37 0.00
H -0.886231 0.806728 -1.095475 -0.39 0.13 0.38 0.00
H 0.429117 -0.329078 -1.140776 0.07 -0.44 0.45 0.00
H -0.290468 1.626437 1.295414 -0.45 -0.44 -0.34 0.00
H 1.002555 1.506622 0.153238 0.28 0.49 0.21 0.00
H 3.135832 0.290566 1.190180 -0.29 1.14 -0.05 0.02
H 2.191301 -0.887826 0.393429 -0.13 -0.40 -0.08 0.00
H 2.778851 -1.039792 2.056611 -1.01 -0.36 0.50 0.00
C 5.490516 0.660929 -1.328065 1.36 -0.27 0.51 0.01
C 6.680157 -0.172001 -0.712502 0.47 1.91 -0.81 0.02
N 8.172770 0.215879 -1.194624 -0.35 0.15 -1.09 0.00
C 9.112059 -0.480493 -0.253785 0.58 1.21 -0.34 0.01
C 8.463183 -0.393934 -2.654498 -0.69 1.15 1.11 0.00
C 9.892531 -0.283035 -3.246490 -0.20 -0.65 0.13 0.00
C 8.502861 1.744966 -1.344660 -0.64 -0.60 0.58 0.00
C 8.531749 2.583843 -0.037870 0.92 -0.93 -0.17 0.01
O 7.542156 2.150240 0.838294 -0.41 -0.03 -0.24 0.03
C 7.707137 2.653119 2.150125 -0.51 -0.40 0.52 0.08
H 4.622864 0.491774 -0.690357 -0.16 -0.69 -0.33 0.00
H 5.315523 0.437828 -2.380541 -0.25 -0.15 0.20 0.00
H 5.597939 1.737029 -1.191805 0.61 0.05 -0.18 0.00
H 6.597224 -1.237563 -0.926489 -0.03 0.11 0.11 0.00
H 6.753041 0.072329 0.347260 -0.21 -0.42 -0.04 0.02
H 10.101187 -0.244078 -0.645996 0.16 -0.49 0.04 0.00
H 8.923862 -1.553884 -0.231095 -0.07 0.21 -0.03 0.00
H 9.095855 -0.018447 0.733308 -0.51 -0.22 0.01 0.01
H 7.745032 0.133430 -3.282392 -0.05 -0.12 0.03 0.00
H 8.116971 -1.417542 -2.511430 0.29 -0.03 -0.39 0.00
H 9.863209 -0.077835 -4.316598 -0.49 -0.37 -0.08 0.00
H 10.364421 -1.254407 -3.098602 0.30 0.21 -0.11 0.00
H 10.592351 0.495461 -2.942694 -0.33 0.00 0.74 0.00
H 7.782580 2.173462 -2.041563 -0.13 -0.38 -0.02 0.00
H 9.475156 1.717062 -1.836564 -0.09 0.40 0.25 0.00
H 8.465675 3.660298 -0.195946 -0.23 0.13 -0.64 0.00
H 9.521044 2.465242 0.404075 0.23 -0.22 0.29 0.00
H 6.795987 2.402344 2.693270 -0.18 0.04 -0.02 0.06
H 7.828599 3.735824 2.183310 0.25 0.11 -0.13 0.01
H 8.499786 2.119081 2.674171 0.40 0.23 -0.07 0.01
C 1.553438 -6.662821 -1.434286 0.00 -0.34 1.31 0.00
C 0.691965 -6.285410 -0.232271 -1.21 -0.12 0.49 0.00
N 1.239776 -6.632221 1.240663 0.05 2.10 -2.34 0.00
C 1.363160 -8.190336 1.317832 -0.39 1.94 0.88 0.00
C 2.548298 -5.806964 1.390784 -0.73 -0.95 1.21 0.00
C 2.397099 -4.208951 1.182250 0.57 -3.08 0.17 0.00
C 0.160774 -6.104446 2.236967 0.26 -2.53 -1.01 0.00
C 0.452697 -6.235453 3.751971 -1.14 1.08 -1.23 0.00
O 0.980345 -5.003531 4.224798 0.12 -0.69 -1.28 0.00
C 1.168858 -4.999125 5.587828 -0.41 -0.09 1.49 0.00
H 0.905837 -6.816802 -2.297424 0.02 -0.09 0.15 0.00
H 2.054346 -7.588576 -1.151128 0.30 -0.05 -0.77 0.00
H 2.260874 -5.868897 -1.673686 0.12 -0.17 0.03 0.00
H -0.301244 -6.733306 -0.200420 0.15 -0.50 -0.36 0.00
H 0.406469 -5.244718 -0.385710 0.38 0.34 1.01 0.00
H 1.998960 -8.663550 0.569546 0.13 0.58 0.13 0.00
H 0.337385 -8.536824 1.191987 0.15 -0.12 0.07 0.00
H 1.710044 -8.353904 2.338136 0.07 -0.47 -0.21 0.00
H 3.257004 -6.419992 0.833989 0.22 0.95 -0.84 0.00
H 2.848076 -6.095327 2.398295 0.03 0.67 0.43 0.00
H 3.258383 -3.766658 1.682912 0.05 0.04 -0.32 0.00
H 1.512103 -3.870537 1.721091 -0.03 0.00 -0.34 0.00
H 2.416486 -4.060337 0.102598 -0.20 0.63 0.24 0.00
H -0.628529 -6.804638 1.963445 -0.35 -0.13 0.54 0.00
H -0.296442 -5.206654 1.820999 0.59 0.46 0.52 0.00
H 0.955364 -7.141767 4.089638 0.88 0.12 -0.33 0.00
H -0.543807 -6.416337 4.154921 -0.33 0.40 0.36 0.00
H 1.781020 -5.825432 5.949176 0.65 0.12 -0.12 0.00
H 0.240213 -5.148435 6.138663 -0.52 0.11 -0.04 0.00
H 1.533725 -4.016389 5.886507 0.31 -0.25 -0.05 0.00
C 2.682570 3.316627 -6.845890 0.67 0.20 0.20 0.00
C 2.855086 1.802316 -6.726143 -0.18 -0.13 0.56 0.00
N 1.702832 0.884192 -7.114267 -0.72 0.15 -1.41 0.00
C 1.587361 0.955236 -8.714360 -0.46 -1.73 1.08 0.00
C 2.135505 -0.547833 -6.701338 -0.89 -1.22 -2.34 0.00
C 1.044284 -1.689663 -6.986708 0.57 0.99 0.19 0.00
C 0.301703 1.280891 -6.578599 0.95 0.28 -0.11 0.00
C 0.172011 1.097418 -5.085359 -0.03 1.45 0.62 0.00
O 1.039750 2.074151 -4.506748 0.94 -0.42 -0.08 0.00
C 1.034356 1.997829 -3.102920 -1.02 -0.59 0.90 0.00
H 3.650725 3.734769 -6.570317 0.30 -0.17 -0.01 0.00
H 2.030460 3.795618 -6.115538 -0.44 -0.48 -0.20 0.00
H 2.549142 3.742420 -7.840373 -0.43 -0.41 -0.11 0.00
H 3.090480 1.502456 -5.704976 -0.12 0.41 0.08 0.00
H 3.699424 1.439286 -7.312163 -0.11 0.17 -0.30 0.00
H 0.712799 0.356739 -8.969401 0.00 -0.05 0.13 0.00
H 2.433701 0.408580 -9.130265 0.18 0.37 0.19 0.00
H 1.431177 1.908262 -9.219768 0.36 0.39 0.97 0.00
H 2.589234 -0.702884 -5.722477 -0.67 0.87 0.40 0.00
H 2.972893 -0.709182 -7.380201 0.01 -0.15 -0.05 0.00
H 0.140784 -1.414490 -7.530823 -0.09 0.78 0.28 0.00
H 0.751101 -2.104468 -6.022301 0.07 -0.27 -0.24 0.00
H 1.405827 -2.447017 -7.682267 0.61 -0.15 0.55 0.00
H -0.477605 0.775833 -7.149300 0.34 -0.31 0.10 0.00
H 0.250661 2.336848 -6.844041 -0.22 0.06 0.24 0.00
H 0.311833 0.081567 -4.715778 0.58 -0.22 -0.12 0.00
H -0.797083 1.397242 -4.686526 -0.65 -0.32 -0.72 0.00
H 1.246686 0.993335 -2.736868 0.72 -0.19 -0.22 0.00
H 0.024249 2.143435 -2.720037 -0.38 0.56 0.01 0.00
H 1.670788 2.722941 -2.595704 0.21 0.04 -0.58 0.00
O -1.966030 5.165852 -0.887277 -1.99 3.51 0.12 0.00
C -1.409137 4.002249 -0.916916 1.54 -3.39 0.71 0.00
O -0.280253 3.892839 -0.466549 3.77 1.15 1.35 0.00
O -2.025116 3.023503 -1.264495 -3.40 -2.44 -2.13 0.00
H -1.338695 5.599179 -0.303938 0.13 1.00 -0.02 0.00
O -7.490272 -1.718941 -0.834820 -1.52 0.22 0.77 0.00
C -6.171424 -1.744352 -1.020137 2.18 0.86 -0.80 0.00
O -5.734360 -2.745282 -1.567773 0.66 -1.76 -0.66 0.00
O -5.495473 -0.745674 -0.707542 0.40 1.94 0.86 0.00
H -7.613668 -2.617415 -1.149633 -1.18 -0.51 -0.19 0.00
O -2.064669 -5.672248 -1.533572 0.74 0.48 -1.00 0.00
C -2.995324 -5.417657 -0.605323 -4.47 -0.88 1.96 0.00
O -2.616909 -5.104360 0.541346 1.51 0.57 1.04 0.00
O -4.223160 -5.619627 -0.900237 2.35 0.35 -0.31 0.00
H -2.660327 -5.671751 -2.286433 0.14 -0.51 -0.95 0.00
P 3.245227 -2.392994 -2.689572 -4.12 -2.68 -1.52 0.00
F 2.830910 -0.873371 -2.451278 -0.62 1.20 0.58 0.00
F 2.320104 -2.409920 -4.038877 0.45 0.94 -1.75 0.00
F 4.456477 -1.870776 -3.534930 1.68 -0.44 0.28 0.00
F 3.500392 -3.984432 -2.970361 1.80 0.75 0.22 0.00
F 3.847764 -2.440486 -1.229637 1.45 -0.05 0.14 0.00
F 1.820239 -2.952745 -2.084336 -0.76 0.59 2.21 0.00
```
Forces are in eV/Å.

## Properties
DFT total energy = -5753.53273 Ha
charge = +4
HOMO energy (alpha / beta) = -8.25 / -13.15 eV
largest force on an atom = 5.15 eV Å⁻¹
orbital gap (alpha / beta) = 2.39 / 7.25 eV
<S²> = 0.75
multiplicity = 2